A cluster of 12 separate species, C12H48N24O12 in total at a distorted geometry. Source: OMol25; level of theory: ωB97M-V/def2-TZVPD.

CARTESIAN COORDINATES (ANGSTROEM)
C1 -0.890 -0.890 -0.043
O1 -0.039 -1.700 -0.047
N1 -0.619 0.400 0.016
N2 -2.133 -1.212 0.136
H1 -1.410 1.028 0.042
H2 0.156 0.708 -0.553
H3 -2.442 -2.127 0.431
H4 -2.712 -0.535 -0.339
C2 -7.749 -2.577 4.880
O2 -6.829 -2.257 5.645
N3 -7.671 -3.634 4.226
N4 -9.012 -2.170 4.815
H5 -6.801 -4.125 4.078
H6 -8.590 -4.020 4.061
H7 -9.329 -1.580 5.571
H8 -9.651 -2.534 4.123
C3 -2.618 1.876 6.766
O3 -1.977 2.715 7.334
N5 -3.868 1.913 6.827
N6 -2.088 0.980 5.955
H9 -4.432 1.187 6.408
H10 -4.186 2.678 7.404
H11 -2.510 0.412 5.235
H12 -1.099 1.103 6.123
C4 2.865 8.027 -0.801
O4 3.502 7.890 -1.835
N7 2.580 9.161 -0.287
N8 2.508 7.150 0.139
H13 2.976 10.038 -0.591
H14 2.077 9.014 0.577
H15 3.024 6.282 0.166
H16 1.974 7.517 0.914
C5 -1.715 -6.008 4.008
O5 -2.634 -6.074 3.197
N9 -1.822 -6.434 5.226
N10 -0.572 -5.462 3.764
H17 -1.049 -6.366 5.873
H18 -2.547 -7.135 5.273
H19 0.184 -5.590 4.422
H20 -0.668 -4.748 3.057
C6 -5.783 5.228 1.313
O6 -4.666 4.799 1.031
N11 -6.201 6.395 0.895
N12 -6.629 4.718 2.242
H21 -5.639 6.878 0.209
H22 -7.049 6.903 1.099
H23 -7.552 5.127 2.246
H24 -6.238 4.291 3.070
C7 5.564 -4.815 -4.291
O7 4.643 -5.613 -4.137
N13 6.815 -5.063 -4.534
N14 5.535 -3.511 -4.130
H25 7.512 -4.334 -4.492
H26 6.998 -6.042 -4.701
H27 6.303 -3.042 -4.589
H28 4.733 -3.036 -3.741
C8 6.583 -4.436 2.374
O8 7.274 -3.649 2.999
N15 7.030 -5.437 1.635
N16 5.283 -4.362 2.191
H29 8.036 -5.439 1.541
H30 6.502 -5.740 0.830
H31 4.779 -3.602 2.626
H32 4.845 -5.017 1.558
C9 6.371 1.766 -1.511
O9 5.263 1.939 -1.969
N17 6.621 1.428 -0.287
N18 7.547 2.000 -2.055
H33 5.882 1.263 0.381
H34 7.613 1.264 -0.191
H35 8.375 1.564 -1.675
H36 7.436 2.209 -3.037
C10 -3.373 7.679 -4.657
O10 -3.525 6.921 -5.592
N19 -3.957 8.854 -4.483
N20 -2.582 7.532 -3.628
H37 -4.629 9.094 -5.198
H38 -3.818 9.421 -3.660
H39 -2.075 6.668 -3.503
H40 -2.654 8.171 -2.849
C11 0.025 -8.980 -1.482
O11 -0.644 -9.457 -0.579
N21 0.265 -7.760 -1.531
N22 0.519 -9.536 -2.463
H41 0.049 -7.283 -0.667
H42 0.989 -7.364 -2.114
H43 0.226 -10.489 -2.623
H44 1.362 -9.152 -2.865
C12 1.494 2.323 -7.284
O12 2.637 2.315 -7.670
N23 0.507 2.492 -8.132
N24 1.078 2.021 -6.051
H45 -0.416 2.669 -7.764
H46 0.725 2.825 -9.061
H47 1.676 1.871 -5.251
H48 0.148 1.632 -5.991

Output
HOMO-LUMO gap = 9.246 eV
HOMO energy = -0.3384 Eh
SMILES = NC(N)=O.NC(N)=O.NC(N)=O.NC(N)=O.NC(N)=O.NC(N)=O.NC(N)=O.NC(N)=O.NC(N)=O.NC(N)=O.NC(N)=O.NC(N)=O
LUMO = 0.04 eV
energy relative to the best compared isomer or geometry (same formula, charge and spin) = 13.115 eV

A cluster of 12 separate species, C12H48N24O12 in total at a distorted geometry. Source: OMol25; level of theory: ωB97M-V/def2-TZVPD.

CARTESIAN COORDINATES (ANGSTROEM)
C1 -1.713 -5.801 1.206
O1 -1.289 -6.076 2.298
N1 -3.028 -5.276 1.026
N2 -0.964 -5.997 0.001
H1 -3.706 -5.478 1.736
H2 -3.321 -5.458 0.098
H3 -0.002 -6.260 0.229
H4 -0.940 -5.348 -0.748
C2 5.477 1.024 -0.566
O2 5.342 0.432 -1.621
N3 5.701 0.239 0.577
N4 5.365 2.315 -0.341
H5 6.330 0.422 1.335
H6 5.892 -0.637 0.140
H7 5.662 2.664 0.546
H8 4.907 3.000 -0.888
C3 -2.816 -1.686 -1.903
O3 -1.620 -1.398 -2.049
N5 -3.680 -0.895 -1.315
N6 -3.311 -2.854 -2.403
H9 -4.612 -1.193 -1.060
H10 -3.259 -0.161 -0.719
H11 -2.607 -3.518 -2.733
H12 -4.075 -3.330 -1.910
C4 2.218 4.376 -0.135
O4 3.464 4.306 -0.123
N7 1.358 4.147 -1.209
N8 1.483 4.707 1.066
H13 1.716 3.733 -2.045
H14 0.389 4.245 -1.041
H15 1.926 4.915 1.950
H16 0.502 4.477 1.127
C5 -0.330 -4.451 -3.364
O5 -1.534 -4.727 -3.223
N9 0.310 -3.391 -2.671
N10 0.427 -5.148 -4.304
H17 -0.281 -2.855 -2.006
H18 1.252 -3.191 -2.897
H19 -0.033 -5.887 -4.844
H20 1.433 -5.007 -4.436
C6 1.295 3.440 4.356
O6 1.156 4.612 4.028
N11 0.749 2.855 5.535
N12 1.646 2.330 3.438
H21 0.304 3.436 6.211
H22 0.829 1.843 5.577
H23 1.214 1.415 3.537
H24 1.773 2.456 2.463
C7 -2.022 3.873 2.026
O7 -1.284 4.045 1.073
N13 -3.429 3.949 1.842
N14 -1.657 3.553 3.254
H25 -3.778 4.063 0.915
H26 -4.130 3.687 2.529
H27 -0.674 3.392 3.415
H28 -2.176 2.851 3.738
C8 2.689 -3.628 0.670
O8 1.857 -2.964 1.306
N15 3.634 -2.957 -0.081
N16 2.555 -5.034 0.503
H29 4.467 -3.474 -0.343
H30 3.837 -1.974 -0.012
H31 3.345 -5.618 0.276
H32 2.062 -5.350 1.314
C9 -0.054 0.259 0.524
O9 0.435 0.563 1.639
N17 -0.899 1.085 -0.128
N18 0.207 -0.904 -0.032
H33 -0.972 1.010 -1.152
H34 -1.040 1.987 0.284
H35 0.837 -1.548 0.443
H36 -0.099 -1.107 -0.952
C10 -1.357 1.182 -4.882
O10 -2.027 1.879 -4.103
N19 -0.531 0.160 -4.478
N20 -1.341 1.458 -6.283
H37 -0.682 -0.063 -3.481
H38 -0.285 -0.495 -5.173
H39 -0.658 1.034 -6.910
H40 -2.173 1.842 -6.672
C11 -3.559 4.266 -1.955
O11 -4.495 4.150 -1.143
N21 -2.343 4.812 -1.633
N22 -3.688 4.091 -3.299
H41 -2.081 4.898 -0.679
H42 -1.540 4.685 -2.200
H43 -2.904 3.826 -3.843
H44 -4.563 3.684 -3.633
C12 0.287 -1.056 4.973
O12 -0.008 0.115 5.161
N23 0.645 -1.550 3.769
N24 0.383 -1.933 6.078
H45 0.970 -2.489 3.664
H46 0.683 -1.031 2.906
H47 0.033 -1.669 6.958
H48 0.526 -2.921 5.877

Output
HOMO-LUMO gap = 8.699 eV
HOMO energy = -0.3224 Eh
SMILES = NC(N)=O.NC(N)=O.NC(N)=O.NC(N)=O.NC(N)=O.NC(N)=O.NC(N)=O.NC(N)=O.NC(N)=O.NC(N)=O.NC(N)=O.NC(N)=O
LUMO = -0.07 eV
energy relative to the best compared isomer or geometry (same formula, charge and spin) = 2.601 eV

A cluster of 12 separate species, C12H48N4O17 in total at a distorted geometry. Source: OMol25; level of theory: ωB97M-V/def2-TZVPD.

CARTESIAN COORDINATES (ANGSTROEM)
C1 -3.222 -1.192 -2.283
O1 -2.202 -1.562 -2.846
N1 -3.362 -1.294 -0.980
N2 -4.186 -0.610 -2.877
H1 -2.638 -1.841 -0.537
H2 -3.641 -0.427 -0.543
H3 -5.084 -0.464 -2.438
H4 -3.909 -0.131 -3.722
C2 -0.433 1.152 -0.368
O2 -1.581 1.096 -0.797
N3 0.263 2.125 -0.731
N4 0.139 0.372 0.381
H5 1.164 2.203 -0.281
H6 -0.167 2.893 -1.227
H7 -0.319 -0.460 0.723
H8 1.133 0.549 0.424
C3 -1.526 -0.871 3.727
C4 -1.483 -2.164 4.478
O3 -2.725 -2.597 4.928
O4 -1.958 -1.047 2.397
H9 -0.592 -0.308 3.710
H10 -2.222 -0.187 4.212
H11 -0.892 -2.126 5.393
H12 -1.175 -2.917 3.753
H13 -2.659 -3.540 5.099
H14 -1.379 -1.780 2.176
C5 0.238 1.951 -6.344
C6 0.090 1.745 -4.798
O5 -1.187 1.153 -4.516
O6 0.818 0.801 -6.935
H15 0.907 2.811 -6.348
H16 -0.711 2.210 -6.815
H17 0.011 2.755 -4.396
H18 0.902 1.213 -4.304
H19 -1.177 0.992 -3.570
H20 0.211 0.377 -7.546
C7 -0.046 -5.274 1.079
C8 -1.034 -4.108 0.830
O7 -0.242 -2.928 0.839
O8 0.165 -5.356 2.535
H21 0.881 -5.083 0.537
H22 -0.380 -6.306 0.975
H23 -1.872 -4.020 1.521
H24 -1.528 -4.305 -0.122
H25 0.176 -2.888 -0.024
H26 0.694 -4.591 2.774
C9 -2.223 4.825 -0.514
C10 -1.831 4.769 -2.033
O9 -0.420 4.362 -2.216
O10 -3.146 5.912 -0.210
H27 -1.319 5.085 0.036
H28 -2.692 3.897 -0.187
H29 -1.761 5.765 -2.470
H30 -2.463 4.017 -2.504
H31 -0.354 4.379 -3.173
H32 -3.420 5.857 0.708
C11 5.164 -0.153 2.877
C12 4.054 0.937 3.019
O11 2.809 0.453 2.499
O12 4.865 -1.302 3.545
H33 6.093 0.185 3.335
H34 5.298 -0.285 1.803
H35 4.322 1.878 2.538
H36 3.898 1.233 4.056
H37 2.398 1.320 2.527
H38 3.974 -1.569 3.307
O13 0.522 -0.900 -2.909
H39 0.951 -0.936 -2.054
H40 -0.169 -1.561 -2.859
O14 2.291 -2.155 -0.458
H41 2.791 -1.512 -0.961
H42 2.622 -3.002 -0.756
O15 0.684 2.141 3.151
H43 0.163 2.083 3.952
H44 0.066 1.946 2.447
O16 3.086 1.667 -0.447
H45 4.040 1.615 -0.388
H46 2.881 1.336 -1.321
O17 1.331 -2.974 3.113
H47 0.957 -2.471 2.390
H48 2.277 -2.861 3.019

Output
HOMO-LUMO gap = 8.833 eV
HOMO energy = -0.3338 Eh
SMILES = NC(N)=O.NC(N)=O.OCCO.OCCO.OCCO.OCCO.OCCO.O.O.O.O.O
LUMO = -0.25 eV
energy relative to the best compared isomer or geometry (same formula, charge and spin) = 2.761 eV

A cluster of 12 separate species, C12H48N8O12 in total at a distorted geometry. Source: OMol25; level of theory: ωB97M-V/def2-TZVPD.

CARTESIAN COORDINATES (ANGSTROEM)
C1 2.464 1.826 -3.095
O1 2.996 3.063 -2.704
H1 3.146 1.173 -3.639
H2 1.975 1.340 -2.251
H3 1.722 2.014 -3.870
H4 3.696 3.374 -3.283
C2 0.406 0.064 3.883
O2 -0.564 0.939 3.368
H5 1.340 0.487 3.512
H6 0.254 0.146 4.959
H7 0.322 -1.021 3.814
H8 -1.054 1.245 4.135
C3 2.473 -1.676 -2.990
O3 1.222 -1.147 -3.445
H9 2.354 -2.182 -2.033
H10 2.980 -2.337 -3.694
H11 3.171 -0.861 -2.800
H12 0.814 -0.732 -2.682
C4 -3.804 2.589 2.163
O4 -4.301 3.601 1.382
H13 -4.274 2.667 3.144
H14 -4.167 1.619 1.825
H15 -2.736 2.773 2.050
H16 -5.228 3.740 1.587
C5 2.068 3.325 0.884
O5 3.112 3.641 0.001
H17 1.197 3.952 0.691
H18 1.764 2.278 0.891
H19 2.516 3.629 1.830
H20 2.792 3.372 -0.864
C6 -4.505 1.793 -1.270
O6 -5.709 1.719 -0.749
H21 -3.637 1.575 -0.647
H22 -4.449 1.223 -2.198
H23 -4.418 2.781 -1.723
H24 -5.877 2.514 -0.236
C7 -0.281 -3.622 -1.441
O7 0.836 -4.427 -1.509
H25 -0.754 -3.330 -2.378
H26 -1.056 -4.320 -1.125
H27 -0.236 -2.730 -0.817
H28 0.703 -4.737 -2.408
C8 4.104 0.243 1.280
O8 3.535 0.230 -0.058
H29 4.872 -0.524 1.384
H30 4.358 1.160 1.811
H31 3.245 -0.145 1.827
H32 4.142 0.623 -0.689
C9 -3.313 -1.867 4.250
O9 -3.244 -1.730 5.483
N1 -3.093 -1.041 3.295
N2 -3.748 -2.949 3.687
H33 -3.116 -1.302 2.320
H34 -2.815 -0.115 3.588
H35 -4.009 -3.701 4.309
H36 -4.051 -2.894 2.725
C10 -2.100 1.600 -4.051
O10 -2.749 2.234 -4.803
N3 -2.178 0.302 -3.832
N4 -1.240 2.064 -3.189
H37 -2.826 -0.254 -4.370
H38 -1.463 -0.120 -3.257
H39 -0.940 3.018 -3.047
H40 -1.013 1.431 -2.435
C11 -0.299 0.083 -0.182
O11 -0.216 -0.039 -1.377
N5 0.653 0.151 0.679
N6 -1.427 0.333 0.462
H41 0.378 0.596 1.542
H42 1.596 0.190 0.320
H43 -1.408 0.609 1.433
H44 -2.271 0.377 -0.091
C12 4.399 -3.545 0.773
O12 5.538 -3.190 0.617
N7 3.385 -2.768 0.438
N8 4.055 -4.766 0.914
H45 3.562 -1.812 0.163
H46 2.547 -3.262 0.166
H47 4.773 -5.471 0.838
H48 3.105 -5.094 0.813

Output
HOMO-LUMO gap (alpha / beta) = 1.957 / 9.186 eV
HOMO energy (alpha / beta) = 0.0060 / -0.2608 Eh
charge = -1
LUMO (alpha / beta) = 2.12 / 2.09 eV
<S²> = 0.751
2S+1 = 2

A cluster of 12 separate species, C12H48O12 in total at a distorted geometry. Source: OMol25; level of theory: ωB97M-V/def2-TZVPD.

CARTESIAN COORDINATES (ANGSTROEM)
C1 -7.944 3.721 0.603
O1 -8.350 4.949 0.108
H1 -7.119 3.314 0.019
H2 -7.633 3.758 1.648
H3 -8.773 3.016 0.554
H4 -9.150 5.116 0.612
C2 1.344 8.880 0.478
O2 2.442 9.428 -0.209
H5 1.547 8.887 1.549
H6 0.422 9.389 0.194
H7 1.389 7.814 0.258
H8 2.178 9.661 -1.102
C3 -2.981 -4.139 -5.119
O3 -1.887 -3.333 -4.749
H9 -3.694 -4.089 -4.296
H10 -3.392 -3.713 -6.034
H11 -2.710 -5.174 -5.330
H12 -1.223 -3.359 -5.442
C4 2.310 -7.549 -3.406
O4 3.247 -8.389 -2.739
H13 2.852 -7.221 -4.292
H14 1.444 -8.143 -3.696
H15 1.922 -6.721 -2.812
H16 3.912 -7.847 -2.309
C5 -0.849 0.837 0.335
O5 -0.292 -0.434 -0.030
H17 -1.934 0.773 0.263
H18 -0.530 1.141 1.332
H19 -0.421 1.562 -0.358
H20 -0.580 -0.724 -0.899
C6 5.023 2.547 4.624
O6 5.199 1.549 5.627
H21 5.731 3.352 4.821
H22 5.242 2.071 3.668
H23 4.020 2.963 4.724
H24 4.450 0.956 5.534
C7 5.903 -3.496 0.447
O7 6.626 -4.630 -0.035
H25 5.911 -3.469 1.537
H26 6.292 -2.563 0.038
H27 4.834 -3.519 0.237
H28 7.564 -4.430 -0.057
C8 -2.507 -7.261 1.765
O8 -3.488 -7.530 2.760
H29 -2.841 -7.832 0.899
H30 -2.389 -6.209 1.507
H31 -1.552 -7.642 2.128
H32 -4.262 -6.970 2.670
C9 -2.504 6.120 4.333
O9 -2.847 7.405 3.806
H33 -2.202 6.156 5.380
H34 -3.294 5.409 4.091
H35 -1.626 5.726 3.822
H36 -2.940 7.293 2.857
C10 -3.408 6.197 -2.894
O10 -3.910 6.730 -1.704
H37 -2.464 5.674 -2.742
H38 -4.152 5.502 -3.285
H39 -3.230 6.915 -3.694
H40 -4.790 6.404 -1.501
C11 4.606 -2.159 -5.959
O11 3.594 -2.628 -6.839
H41 5.026 -1.203 -6.272
H42 4.199 -2.073 -4.952
H43 5.396 -2.908 -5.897
H44 4.052 -2.713 -7.679
C12 0.821 -3.761 5.475
O12 1.281 -2.575 4.853
H45 1.331 -4.625 5.049
H46 1.088 -3.771 6.532
H47 -0.236 -3.850 5.226
H48 0.905 -2.565 3.970

Output
HOMO-LUMO gap = 10.286 eV
HOMO energy = -0.3752 Eh
SMILES = CO.CO.CO.CO.CO.CO.CO.CO.CO.CO.CO.CO
LUMO = 0.08 eV
energy relative to the best compared isomer or geometry (same formula, charge and spin) = 7.480 eV

A structure of composition C12H4Br2NOPtS5 at a distorted geometry. Source: OMol25; level of theory: ωB97M-V/def2-TZVPD.

CARTESIAN COORDINATES (ANGSTROEM)
Pt1 0.565 -2.370 -0.295
Br1 -2.689 2.139 -0.021
C1 -0.816 1.865 -0.038
C2 -0.036 3.022 -0.199
C3 1.310 2.910 -0.137
Br2 2.328 4.512 -0.188
C4 1.949 1.650 -0.060
C5 3.348 1.502 -0.060
C6 3.884 0.251 -0.100
C7 3.038 -0.855 -0.173
N1 1.715 -0.762 -0.133
C8 1.128 0.480 -0.011
C9 -0.301 0.605 0.110
O1 -0.457 -1.392 1.884
H1 -0.505 3.987 -0.327
H2 3.980 2.378 -0.043
H3 4.957 0.110 -0.105
H4 3.418 -1.860 -0.267
S1 -6.615 -2.448 0.026
C10 -4.969 -2.340 -0.039
S2 -3.926 -3.662 -0.399
C11 -2.361 -2.863 -0.242
C12 -2.438 -1.519 0.040
S3 -1.368 -0.528 1.118
S4 -4.096 -0.886 0.192
S5 -1.040 -3.926 -0.535

Output
HOMO-LUMO gap (alpha / beta) = 5.198 / 5.199 eV
HOMO energy (alpha / beta) = -0.1282 / -0.1282 Eh
charge = -1
LUMO (alpha / beta) = 1.71 / 1.71 eV
energy relative to the best compared isomer or geometry (same formula, charge and spin) = 5.139 eV

Molar mass list, top to bottom, in g/mol: 720.672, 720.672, 520.527, 496.560, 384.504, 693.391